1.
Below is an isolated ion of composition C3H8NOS and charge +1 in a non-equilibrium geometry, with properties calculated with ωB97M-V with the def2-TZVPD basis set.

Results
relative energy (zero: lowest compared OMol25 entry of this formula, charge and spin) = 111.5 kJ/mol
LUMO = -0.1501 Eh
energy = -17605.27623 eV
molecular weight = 106.170 g mol⁻¹
charge = +1
SMILES = [NH3+][C@@H](C=O)CS
largest force on an atom = 2.4 eV/Å

Last column: Mulliken charge in e.
Geometry (Å):
N 0.63042 -0.75457 1.31192  -0.412
C -0.34163 -0.10116 0.31296  -0.097
C -0.37870 1.48903 0.74782  -0.094
O 0.69587 1.94745 0.89604  -0.385
C 0.05287 -0.44897 -1.12914  -0.664
S -0.87802 0.83206 -2.07048  -0.211
H 0.75991 -1.77855 1.21173  0.371
H 0.39715 -0.63325 2.28814  0.350
H 1.59572 -0.35878 1.27808  0.381
H -1.38665 -0.49559 0.43721  0.345
H -1.36614 2.03825 0.85551  0.416
H -0.16546 -1.46618 -1.45135  0.453
H 1.19465 -0.51720 -1.36876  0.342
H -0.80998 0.24746 -3.31969  0.206

***

2.
Below is a 2-piece molecular cluster, C4H10IP overall, with properties calculated with ωB97M-V with the def2-TZVPD basis set.

Results
relative energy (zero: lowest compared OMol25 entry of this formula, charge and spin) = 87.6 kJ/mol
LUMO = 0.0097 Eh
energy = -21699.10720 eV
molecular weight = 216.002 g mol⁻¹
SMILES = C=CC.CPI
largest force on an atom = 0.5 eV/Å

Last column: Mulliken charge in e.
Geometry (Å):
C 0.77718 -2.49205 -0.76998  -0.764
C 0.83591 -1.76174 0.32848  0.095
C 1.69944 -0.55868 0.50244  -0.979
H 0.14549 -3.36105 -0.84828  0.267
H 1.36510 -2.24822 -1.63986  0.235
H 0.23663 -2.03697 1.18712  0.319
H 2.54517 -0.79935 1.14652  0.319
H 1.14106 0.24698 0.98136  0.216
H 2.07674 -0.21005 -0.45666  0.295
C -1.97371 2.36237 0.17809  -1.010
P -1.71985 0.77746 -0.75105  -0.043
I -3.60078 -0.50038 0.07419  -0.062
H -2.97100 2.77505 0.03388  0.375
H -1.23135 3.07949 -0.17339  0.348
H -1.80489 2.18269 1.23832  0.304
H -2.37507 1.20626 -1.91512  0.085

***

3.
Below is a 2-piece molecular cluster, C10H12N2OS2 overall in a non-equilibrium geometry, with properties calculated with ωB97M-V with the def2-TZVPD basis set.

Results
relative energy (zero: lowest compared OMol25 entry of this formula, charge and spin) = 232.4 kJ/mol
LUMO = 0.0157 Eh
energy = -37259.20314 eV
molecular weight = 240.353 g mol⁻¹
largest force on an atom = 4.1 eV/Å

Last column: Mulliken charge in e.
Geometry (Å):
C -2.50288 -2.24577 0.63912  -0.548
C -3.55579 -1.27219 0.78737  -0.445
C -1.27312 -1.76903 0.39734  -0.273
C -3.33297 0.07627 0.53097  -0.679
C -1.00012 -0.36624 0.31732  0.594
C 0.17504 0.43212 -0.10016  0.288
C -2.04496 0.57192 0.27543  -0.501
C -0.24352 1.70606 -0.15816  0.035
C 2.54432 -0.49244 -1.37190  -0.828
C 2.24161 -0.16857 0.08329  0.291
N -1.60703 1.81560 -0.07869  0.004
N 0.58535 2.77646 -0.48299  -0.373
O 3.86186 -0.79663 -1.53192  -0.486
S 2.23008 -1.65254 0.96984  -0.205
S 3.21500 1.13199 0.85229  -0.191
H -2.60708 -3.32771 0.47037  0.320
H -4.57574 -1.70377 0.83175  0.300
H -0.50438 -2.49579 0.12036  0.313
H -4.14040 0.73477 0.25417  0.331
H 1.93081 -1.29116 -1.84323  0.398
H 2.24945 0.43849 -1.96060  0.372
H -2.14487 2.74053 -0.31765  0.310
H 0.13484 3.64682 -0.37617  0.245
H 1.48790 2.61684 -0.14303  0.103
H 4.10818 -0.75800 -2.47635  0.326
H 1.67269 -1.14115 2.19131  0.140
H 3.09568 0.79311 2.11990  0.156

***

4.
Below is one molecule with the formula C24H28N2O6S in a non-equilibrium geometry, with properties calculated with ωB97M-V with the def2-TZVPD basis set.

Results
relative energy (zero: lowest compared OMol25 entry of this formula, charge and spin) = 147.1 kJ/mol
LUMO = 0.0182 Eh
energy = -51442.06546 eV
molecular weight = 472.563 g mol⁻¹
largest force on an atom = 1.4 eV/Å

Last column: Mulliken charge in e.
Geometry (Å):
C 5.52163 2.18685 1.70382  -0.836
H 5.88453 1.22569 1.32437  0.292
O 4.18864 2.10002 2.14811  -0.474
C 3.21641 1.79430 1.24838  0.782
C 3.43769 1.49625 -0.09371  -0.415
C 2.37216 1.18136 -0.91436  -0.643
C 1.07177 1.15736 -0.41814  0.531
C 0.85197 1.46508 0.92692  -0.105
C 1.90941 1.77818 1.74607  -0.727
H 1.75765 2.01518 2.78676  0.452
H -0.15419 1.45003 1.31209  0.450
C -0.03585 0.81699 -1.27716  -0.837
N -1.27333 0.63417 -0.90771  0.526
C -1.96221 0.32589 -2.05081  0.224
C -1.08395 0.35431 -3.10075  0.799
O 0.13899 0.65452 -2.60233  -0.352
C -1.25761 0.14151 -4.55724  -1.839
H -1.70626 -0.83180 -4.75131  0.378
H -0.29054 0.19585 -5.04936  0.376
H -1.91078 0.91088 -4.96730  0.377
C -3.41418 0.10036 -2.07842  -1.404
H -3.77729 -0.48039 -1.23686  0.173
H -3.71210 -0.36291 -3.01690  0.624
S -4.33172 1.74505 -2.02457  0.352
O -3.57755 2.62435 -2.91836  -0.586
C -3.80761 2.24047 -0.30578  -0.333
C -4.26641 1.21391 0.70380  0.448
O -5.41220 1.16818 1.11158  -0.690
N -3.29894 0.35829 1.08501  0.278
H -2.39855 0.38323 0.60695  0.028
C -3.57321 -0.77851 1.93365  -0.914
C -2.38557 -1.10413 2.83487  -1.042
C -1.09614 -1.39819 2.10928  0.741
C 0.10999 -1.23657 2.77523  -1.518
C 1.31010 -1.49102 2.13986  -0.285
C 1.36142 -1.88955 0.81026  0.856
C 0.14878 -2.06022 0.12372  0.245
C -1.04881 -1.83201 0.79569  0.184
H -1.94523 -2.00285 0.22303  0.308
O -0.02735 -2.42822 -1.18042  -0.513
C 1.06829 -2.62424 -2.04440  -0.790
H 1.67935 -1.72365 -2.13351  0.180
H 1.69759 -3.45517 -1.71974  0.306
H 0.62545 -2.86095 -3.01249  0.312
O 2.54207 -2.11993 0.14132  -0.361
C 3.74897 -1.97268 0.84345  -0.848
H 3.87706 -0.95056 1.21339  0.223
H 3.81882 -2.67614 1.67976  0.380
H 4.53240 -2.19666 0.12016  0.259
H 2.22363 -1.35531 2.69500  0.389
H 0.11962 -0.90765 3.80343  0.396
H -2.21432 -0.26593 3.51402  0.382
H -2.65320 -1.96984 3.44798  0.415
H -3.83308 -1.65589 1.32659  0.240
H -4.44866 -0.52571 2.53817  0.527
H -2.72921 2.37624 -0.32294  0.102
H -4.31397 3.18920 -0.13397  0.501
H 2.54954 0.94931 -1.95366  0.421
H 4.43355 1.50276 -0.50836  0.444
H 6.10483 2.46975 2.57854  0.263
H 5.63769 2.95118 0.92932  0.348